6 unconnected molecules or ions with the total composition C29H49FO19. Source: the Open Molecules 2025 dataset; level of theory: ωB97M-V/def2-TZVPD.

Results
Calculated total energy (eV): -72484.4258
Kohn-Sham gap (eV): 8.9
Total charge: 0
Structure (SMILES): C[C@H](F)C1=CC(=O)C(COO)=CC1=O.CCOC(=O)OC.CCOC(=O)OC.CCOC(=O)OC.CCOC(=O)OC.CCOC(=O)OC
HOMO (Ha): -0.373

Positions of all 98 atoms, in Å:
C  1.929  0.133  2.011
C  1.156  -0.368  0.796
F  1.129  -1.760  0.874
C  1.872  0.038  -0.478
C  2.123  1.319  -0.765
C  2.862  1.614  -2.019
O  2.604  2.562  -2.730
C  3.921  0.614  -2.365
C  5.211  1.103  -2.969
O  6.083  0.036  -3.258
O  5.990  -0.323  -4.644
C  3.660  -0.666  -2.103
C  2.353  -0.991  -1.468
O  1.700  -1.953  -1.772
H  1.793  1.210  2.119
H  1.608  -0.393  2.906
H  2.996  -0.033  1.856
H  0.127  -0.002  0.802
H  1.820  2.138  -0.123
H  5.724  1.730  -2.229
H  5.045  1.737  -3.843
H  5.036  -0.374  -4.819
H  4.360  -1.462  -2.324
C  -2.838  -2.790  1.100
C  -3.775  -1.699  0.633
O  -4.782  -1.402  1.616
C  -4.380  -0.659  2.644
O  -3.279  -0.198  2.805
O  -5.417  -0.500  3.467
C  -5.121  0.232  4.659
H  -3.400  -3.680  1.384
H  -2.142  -3.051  0.304
H  -2.261  -2.468  1.967
H  -4.326  -2.024  -0.248
H  -3.238  -0.786  0.375
H  -4.663  1.189  4.423
H  -4.462  -0.348  5.302
H  -6.072  0.392  5.158
C  -7.836  -2.684  1.470
C  -7.832  -2.199  0.039
O  -7.556  -3.262  -0.890
C  -8.574  -4.079  -1.146
O  -9.690  -3.992  -0.702
O  -8.149  -5.015  -1.998
C  -9.130  -6.001  -2.327
H  -6.901  -3.196  1.700
H  -7.948  -1.843  2.154
H  -8.655  -3.381  1.646
H  -7.029  -1.480  -0.110
H  -8.771  -1.713  -0.225
H  -10.045  -5.536  -2.685
H  -9.346  -6.624  -1.460
H  -8.694  -6.609  -3.114
C  9.253  4.402  1.822
C  8.228  5.334  2.432
O  7.275  5.794  1.459
C  6.325  4.923  1.134
O  6.177  3.821  1.596
O  5.546  5.484  0.207
C  4.507  4.631  -0.270
H  9.739  4.878  0.970
H  10.012  4.145  2.561
H  8.786  3.481  1.474
H  8.707  6.238  2.801
H  7.704  4.865  3.264
H  3.914  4.239  0.555
H  4.931  3.811  -0.849
H  3.876  5.236  -0.915
C  6.644  7.229  -7.972
C  6.503  7.555  -6.501
O  5.224  7.154  -5.983
C  5.092  5.853  -5.733
O  5.945  5.013  -5.871
O  3.857  5.637  -5.285
C  3.560  4.259  -5.026
H  5.820  7.666  -8.539
H  7.583  7.627  -8.355
H  6.633  6.153  -8.137
H  6.542  8.631  -6.344
H  7.297  7.098  -5.911
H  4.303  3.828  -4.364
H  3.522  3.706  -5.964
H  2.591  4.234  -4.544
C  -2.536  -6.641  5.779
C  -3.573  -5.665  6.293
O  -4.432  -5.194  5.243
C  -5.386  -6.044  4.862
O  -5.603  -7.129  5.335
O  -6.070  -5.477  3.869
C  -7.102  -6.295  3.313
H  -1.971  -6.197  4.959
H  -1.844  -6.907  6.578
H  -3.006  -7.552  5.412
H  -3.093  -4.770  6.683
H  -4.174  -6.101  7.091
H  -7.780  -6.656  4.082
H  -6.669  -7.137  2.774
H  -7.646  -5.662  2.617